No. 1
A cluster of 7 separate species, C48H56F6N11O12S6 in total. Source: the Open Molecules 2025 dataset; level of theory: ωB97M-V/def2-TZVPD.

Each line ends with the Mulliken charge.
Geometry (Å):
S  -11.34  19.52  13.79  0.598
S  -11.88  17.09  7.13  0.885
S  -12.87  17.64  13.21  0.062
S  -16.34  15.19  13.33  1.105
S  -17.02  13.36  11.75  1.131
S  -13.07  15.80  8.93  0.606
F  -10.80  20.77  12.89  -0.343
F  -14.44  16.05  9.68  -0.291
F  -11.59  18.66  6.99  -0.251
F  -18.10  12.24  11.84  -0.242
F  -16.78  15.71  14.85  -0.427
F  -13.66  17.17  11.96  -0.031
O  -14.96  14.93  13.54  -0.549
O  -13.91  17.81  14.17  0.087
O  -12.53  16.79  5.92  -0.591
O  -11.93  20.25  14.87  -0.609
O  -11.89  16.63  13.45  -0.655
O  -17.44  14.24  10.71  -0.566
O  -15.78  12.69  11.60  -0.555
O  -10.64  16.44  7.42  -0.579
O  -16.70  16.40  12.64  -0.394
O  -10.11  18.83  14.03  -0.269
O  -13.43  14.79  7.99  -0.601
O  -12.26  15.32  10.03  -0.145
N  -5.95  16.70  19.20  0.047
N  -16.08  19.64  13.04  0.423
N  -12.34  18.96  12.54  0.380
N  -11.48  10.88  7.85  -0.007
N  -13.84  25.28  6.51  0.001
N  -12.86  17.27  8.41  -0.005
N  -16.29  18.27  19.80  0.009
N  -8.03  15.15  12.03  0.118
N  -10.74  19.88  9.73  0.661
N  -17.29  13.96  13.27  -0.474
N  -7.36  22.09  14.91  0.086
C  -5.81  20.65  15.94  -0.756
C  -17.15  19.02  13.55  -0.452
C  -10.62  21.98  8.66  -1.040
C  -12.06  19.89  9.56  -0.316
C  -12.61  24.91  6.13  -0.425
C  -9.97  14.04  11.34  -0.901
C  -15.97  19.74  11.57  -0.844
C  -10.76  13.02  8.47  -0.487
C  -5.66  15.57  20.11  -0.825
C  -16.34  19.44  15.75  1.115
C  -6.56  18.78  17.43  1.080
C  -14.50  26.44  5.83  -0.908
C  -16.29  17.84  21.22  -0.869
C  -10.08  18.74  10.38  -1.152
C  -9.36  15.00  12.11  0.045
C  -15.26  20.39  13.82  -0.673
C  -16.38  19.07  17.18  0.602
C  -9.22  13.38  10.37  0.880
C  -5.30  18.18  17.47  -0.749
C  -5.01  17.16  18.36  -0.448
C  -11.54  12.21  7.69  -0.543
C  -9.95  12.48  9.44  0.220
C  -10.03  20.97  9.36  -0.814
C  -12.64  23.16  7.78  0.927
C  -15.32  20.20  15.18  -0.831
C  -7.84  13.55  10.30  -0.573
C  -8.40  21.40  15.44  -0.765
C  -16.15  19.99  18.20  -0.785
C  -16.54  17.73  17.52  -0.663
C  -8.15  20.30  16.22  -0.622
C  -7.27  14.45  11.16  -0.497
C  -14.52  24.60  7.45  -0.286
C  -6.10  21.75  15.17  -0.459
C  -12.01  21.98  8.43  1.467
C  -13.95  23.53  8.09  -0.772
C  -16.13  19.57  19.50  -0.204
C  -7.49  18.31  18.37  -0.713
C  -7.14  17.31  19.24  -0.235
C  -16.46  17.35  18.84  -0.609
C  -12.35  10.03  6.99  -0.833
C  -7.68  23.20  13.99  -0.788
C  -7.34  16.13  12.90  -1.241
C  -12.73  20.88  8.87  -0.969
C  -10.69  10.32  8.79  -0.350
C  -9.92  11.10  9.62  -0.643
C  -6.84  19.93  16.53  1.551
C  -11.98  23.87  6.78  -0.700
C  -17.26  18.85  14.90  -0.454
H  -5.07  15.96  20.94  0.390
H  -16.73  16.34  19.14  0.521
H  -10.79  9.24  8.87  0.416
H  -6.64  15.60  13.53  0.474
H  -10.70  14.09  8.32  0.689
H  -9.34  10.62  10.39  0.552
H  -9.98  22.79  8.36  0.492
H  -14.96  19.43  11.31  0.115
H  -10.97  23.60  6.52  0.479
H  -6.60  15.21  20.52  0.287
H  -14.47  20.57  15.75  0.514
H  -16.67  19.04  11.11  0.331
H  -7.27  12.97  9.60  0.627
H  -15.16  26.02  5.08  0.365
H  -12.12  10.29  5.96  0.391
H  -15.14  26.90  6.58  0.364
H  -18.06  18.25  15.30  0.595
H  -15.53  24.94  7.60  0.465
H  -6.77  23.57  13.53  0.302
H  -5.11  14.77  19.62  0.355
H  -8.14  24.02  14.54  0.376
H  -5.33  22.34  14.69  0.403
H  -9.39  21.81  15.33  0.830
H  -4.02  16.71  18.34  0.462
H  -9.41  18.28  9.65  0.586
H  -16.63  16.95  16.77  0.709
H  -13.77  27.18  5.51  0.361
H  -14.52  20.96  13.28  0.524
H  -15.89  18.61  21.87  0.295
H  -8.96  20.94  9.52  0.597
H  -7.82  16.96  20.00  0.392
H  -12.10  8.99  7.18  0.273
H  -9.47  19.03  11.23  0.561
H  -16.16  21.06  18.02  0.538
H  -11.05  13.96  11.32  0.670
H  -17.90  18.63  12.88  0.392
H  -12.58  19.04  9.99  0.484
H  -9.01  19.77  16.60  0.176
H  -8.10  16.59  13.54  0.298
H  -8.51  18.67  18.32  0.459
H  -12.10  25.48  5.38  0.432
H  -4.47  18.61  16.94  0.376
H  -15.74  16.91  21.35  0.364
H  -9.90  15.65  12.78  0.526
H  -8.40  22.85  13.26  0.292
H  -17.32  17.62  21.48  0.386
H  -14.54  23.00  8.83  0.542
H  -12.24  12.57  6.94  0.642
H  -4.77  20.44  16.13  0.441
H  -13.80  20.78  8.81  0.596
H  -15.98  20.25  20.32  0.411
H  -13.39  10.23  7.21  0.365
H  -6.86  16.88  12.28  0.412
H  -10.81  18.04  10.79  -0.097
H  -16.11  20.77  11.26  0.401
H  -6.22  14.72  11.17  0.491

The charge is +5. For the highest occupied orbital energy, the calculation gives -15.56 eV. As for the frontier orbital gap: 3.643 eV. The value obtained for the total energy is -6354.4323 a.u. The value obtained for the LUMO energy is -11.9 eV. Its multiplicity is 1.

***

No. 2
A structure of composition C48H58Cl2GeN2SSeSi4TeTi. Source: the Open Molecules 2025 dataset; level of theory: ωB97M-V/def2-TZVPD.

Each line ends with the Mulliken spin population.
Geometry (Å):
Te  3.53  1.90  1.55  -0.059
Se  -2.35  -1.61  -1.06  0.001
Ge  -4.26  -2.74  -0.21  0.000
Ti  1.32  1.00  2.59  1.043
Cl  -0.03  4.73  1.33  0.000
Cl  -1.31  0.38  4.44  0.000
S  -0.68  1.53  1.54  -0.022
Si  3.36  2.06  -1.22  0.000
Si  3.12  -0.12  -2.13  0.007
Si  1.84  3.66  -2.25  0.003
Si  5.52  2.85  -1.46  0.001
N  1.10  -1.04  1.89  -0.015
N  1.92  -0.07  4.36  0.024
C  -6.87  -0.69  2.45  0.000
C  3.87  -3.45  2.90  0.000
C  -1.40  -3.68  2.72  0.000
C  -2.74  -0.82  -3.93  0.000
C  6.03  4.28  -0.39  -0.001
C  -2.42  -3.04  1.99  0.000
C  3.12  -0.22  6.42  0.016
C  -7.61  0.10  1.61  0.000
C  -0.84  -4.84  2.24  0.000
C  -2.96  -0.56  -2.58  0.000
C  1.25  -0.40  -2.26  -0.002
C  -0.02  3.26  -2.13  0.000
C  -5.84  -1.42  1.95  0.000
C  -4.42  -5.07  -3.52  0.000
C  -6.76  -4.78  -2.96  0.000
C  -2.84  0.25  -4.82  0.000
C  -1.29  2.98  5.30  0.014
C  -0.92  4.29  5.18  -0.007
C  -4.99  -3.96  -1.46  0.000
C  -5.53  -1.50  0.60  0.000
C  -0.27  3.94  2.87  0.004
C  3.50  -1.53  6.13  0.001
C  -2.40  -4.99  0.52  0.000
C  -2.94  -3.77  0.95  0.000
C  2.16  -1.74  2.61  0.005
C  2.29  3.67  -4.02  0.000
C  -3.31  1.83  -3.01  0.000
C  5.76  3.78  -3.07  0.000
C  -6.19  -0.56  -0.22  0.000
C  -3.98  -4.42  -2.34  0.000
C  3.91  -3.17  4.26  0.003
C  -3.17  0.77  -2.12  0.001
C  3.85  -0.10  -3.89  0.000
C  -1.24  -5.49  1.07  0.000
C  -7.30  0.19  0.28  0.000
C  -3.09  1.57  -4.40  0.000
C  3.25  -2.07  4.81  0.001
C  2.37  0.48  5.53  0.001
C  -6.32  -4.11  -1.76  0.000
C  4.05  -1.30  -1.00  -0.002
C  -5.79  -5.28  -3.80  0.000
C  2.43  -1.29  3.90  -0.010
C  -0.52  2.54  2.91  0.015
C  -0.96  2.05  4.18  -0.018
C  6.71  1.46  -1.41  -0.001
C  2.91  -2.82  2.09  -0.003
C  -0.24  4.73  4.00  0.007
C  2.30  5.34  -1.56  0.000
H  -0.30  3.32  -3.21  0.000
H  3.60  -2.34  -1.10  0.000
H  5.08  -1.29  -1.33  0.000
H  3.47  0.31  7.31  0.001
H  1.04  -1.53  -2.23  0.000
H  4.93  -0.11  -3.96  0.000
H  5.67  3.12  -3.98  0.000
H  4.56  -3.72  4.94  0.000
H  1.63  6.12  -2.04  0.000
H  -8.46  0.64  1.97  0.000
H  -5.31  -2.05  2.65  0.000
H  4.17  -2.06  6.82  0.000
H  -7.13  -3.79  -1.05  0.000
H  -0.01  -5.28  2.75  0.000
H  3.49  0.80  -4.40  0.000
H  4.04  -0.97  0.03  0.000
H  5.61  4.03  0.60  0.000
H  -0.61  -6.14  0.54  0.000
H  7.62  1.93  -0.88  0.000
H  -2.82  -2.08  2.28  0.000
H  2.14  5.47  -0.47  0.000
H  3.43  -0.97  -4.40  0.000
H  5.20  4.67  -3.25  0.000
H  2.79  -3.02  1.04  0.001
H  0.20  5.67  3.81  0.000
H  -0.52  4.17  -1.69  0.000
H  -2.45  -1.79  -4.22  0.000
H  -3.10  2.42  -5.10  0.000
H  6.42  0.60  -0.78  0.000
H  -2.88  -5.38  -0.36  0.000
H  -3.59  2.85  -2.62  0.000
H  -3.66  -5.47  -4.20  0.000
H  -7.78  -4.86  -3.21  0.000
H  2.39  2.65  -4.45  0.000
H  0.98  -0.06  -3.22  0.000
H  -6.07  -6.02  -4.60  0.000
H  0.14  -1.32  2.22  0.014
H  7.13  4.34  -0.41  0.000
H  -1.72  2.56  6.29  0.000
H  5.60  5.21  -0.74  0.000
H  -0.36  2.42  -1.53  0.001
H  -2.68  0.15  -5.87  0.000
H  0.65  0.11  -1.48  0.003
H  -3.27  0.89  -1.01  -0.001
H  6.94  1.02  -2.37  0.000
H  -1.08  -3.16  3.62  0.000
H  1.42  4.07  -4.52  0.000
H  1.12  -1.09  0.90  -0.017
H  3.37  5.71  -1.79  0.000
H  -2.93  -4.14  -2.19  0.000
H  4.47  -4.23  2.41  0.000
H  -6.01  -0.43  -1.25  0.000
H  6.86  4.10  -2.99  0.000
H  -1.18  5.02  6.00  0.000
H  -7.90  0.83  -0.44  0.000
H  2.00  1.49  5.76  -0.006
H  3.15  4.31  -4.27  0.000
H  -7.16  -0.71  3.48  0.000

The energy above the lowest of the compared OMol25 structures with the same formula, charge and spin comes out at 0.0 kJ/mol. The charge is +1. For the highest occupied orbital energy (alpha / beta), the calculation gives -9.97 / -10.02 eV. As for the frontier orbital gap (alpha / beta): 6.181 / 6.253 eV. The value obtained for the total energy is -10045.6236 a.u. The value obtained for the LUMO energy (alpha / beta) is -3.8 / -3.8 eV. Its multiplicity is 2.